{
  "formula": "C21H16Cl4F32O4",
  "method": "ωB97M-V with the def2-TZVPD basis set",
  "symbols": ["C", "C", "C", "F", "F", "F", "F", "O", "C", "C", "F", "F", "F", "F", "H", "H", "H", "H", "C", "C", "C", "F", "F", "F", "F", "O", "C", "C", "F", "F", "F", "F", "H", "H", "H", "H", "C", "C", "C", "F", "F", "F", "F", "O", "C", "C", "F", "F", "F", "F", "H", "H", "H", "H", "C", "C", "C", "F", "F", "F", "F", "O", "C", "C", "F", "F", "F", "F", "H", "H", "H", "H", "C", "Cl", "Cl", "Cl", "Cl"],
  "positions_angstrom": [[3.31, 0.71, -2.17], [2.95, -0.71, -2.61], [3.89, -1.90, -2.29], [5.16, -1.49, -2.42], [3.76, -2.36, -1.02], [1.70, -1.01, -2.15], [2.82, -0.78, -3.92], [2.15, 1.51, -2.57], [2.05, 2.71, -2.05], [0.63, 3.23, -2.30], [-0.25, 2.43, -1.65], [0.45, 4.49, -1.88], [2.34, 2.85, -0.74], [2.95, 3.51, -2.62], [4.21, 1.11, -2.75], [3.54, 0.79, -1.11], [3.69, -2.73, -2.95], [0.39, 3.25, -3.39], [-2.33, 4.49, 5.94], [-3.50, 3.71, 5.25], [-3.56, 2.23, 5.44], [-3.38, 1.90, 6.74], [-4.82, 1.75, 5.07], [-4.61, 4.15, 5.87], [-3.54, 4.02, 3.89], [-1.20, 4.14, 5.14], [-0.23, 5.12, 4.98], [0.99, 4.29, 4.40], [2.05, 5.13, 4.00], [1.39, 3.43, 5.41], [-0.61, 6.08, 4.14], [0.05, 5.76, 6.15], [-2.09, 4.07, 6.94], [-2.61, 5.58, 5.96], [-2.84, 1.65, 4.92], [0.71, 3.67, 3.58], [-3.91, 1.15, 0.20], [-3.28, 2.56, 0.31], [-1.89, 2.42, 1.04], [-1.44, 3.67, 1.28], [-2.08, 1.80, 2.18], [-3.00, 2.96, -0.93], [-4.12, 3.44, 0.86], [-2.75, 0.24, -0.11], [-3.05, -0.57, -1.10], [-1.80, -1.40, -1.50], [-1.36, -2.11, -0.51], [-2.23, -2.25, -2.51], [-4.14, -1.28, -0.84], [-3.36, 0.12, -2.27], [-4.54, 1.11, -0.68], [-4.26, 0.79, 1.12], [-1.26, 1.86, 0.40], [-0.94, -0.73, -1.78], [0.46, -4.87, -3.02], [-0.25, -6.14, -2.54], [0.45, -6.89, -1.37], [1.77, -7.11, -1.67], [0.42, -6.21, -0.18], [-1.44, -5.73, -2.08], [-0.51, -7.10, -3.47], [1.57, -5.28, -3.95], [1.61, -4.42, -4.97], [2.73, -4.92, -5.88], [2.86, -4.08, -6.94], [3.84, -4.91, -5.17], [0.45, -4.38, -5.72], [1.78, -3.13, -4.58], [0.89, -4.38, -2.18], [-0.29, -4.31, -3.54], [-0.06, -7.83, -1.18], [2.54, -5.94, -6.25], [2.95, -0.60, 3.24], [1.61, -1.67, 2.88], [2.44, 1.09, 3.71], [3.91, -1.15, 4.68], [4.05, -0.58, 1.83]],
  "mulliken_charge": [-1.01, 1.17, 0.34, -0.32, -0.23, -0.23, -0.33, -0.30, 0.88, 0.17, -0.15, -0.27, -0.28, -0.34, 0.34, 0.35, 0.01, 0.15, -0.86, 1.00, 0.23, -0.30, -0.29, -0.31, -0.22, -0.30, 0.73, 0.59, -0.30, -0.23, -0.27, -0.29, 0.29, 0.40, 0.19, -0.06, -1.11, 1.04, 0.42, -0.30, -0.31, -0.25, -0.31, -0.34, 0.77, 0.53, -0.25, -0.31, -0.31, -0.32, 0.50, 0.41, 0.16, -0.01, -0.96, 0.99, 0.02, -0.24, -0.25, -0.27, -0.31, -0.37, 0.77, 0.16, -0.28, -0.23, -0.31, -0.12, 0.33, 0.54, 0.29, 0.26, 0.27, -0.06, -0.02, -0.11, -0.06],
  "lumo_ev": -0.1,
  "max_force_ev_per_a": 3.04,
  "total_charge": 0,
  "homo_ev": -11.44,
  "molar_mass_g_mol": 1082.10,
  "smiles": "FC(F)C(F)(F)COC(F)(F)C(F)F.FC(F)C(F)(F)COC(F)(F)C(F)F.FC(F)C(F)(F)COC(F)(F)C(F)F.FC(F)C(F)(F)COC(F)(F)C(F)F.ClC(Cl)(Cl)Cl"
}